Molecular formula: C19H22BrNO3
Method: DFT, ωB97M-V/def2-TZVPD

Its total charge is 0. The energy relative to the best compared isomer or geometry (same formula, charge and spin) is 0.0 kJ/mol. As for the total energy: -97735.727 eV. The molar mass is 392.29 g mol⁻¹. For the HOMO-LUMO gap, the calculation gives 0.3306 Ha. Its LUMO energy is 0.454 eV.

Last columns: bonded neighbours and bond lengths (Å).
Cartesian coordinates (Å):
1 C 2.48684 3.23305 2.48417  C2 1.530, H25 1.087, H26 1.088, H27 1.087
2 C 2.21035 2.06501 1.53584  C1 1.530, N3 1.450, H28 1.089, H29 1.092
3 N 1.16176 1.19551 2.03324  C2 1.450, C4 1.451, C7 1.355
4 C 1.58360 0.14113 2.93608  N3 1.451, C5 1.535, H30 1.092, H31 1.096
5 C 2.40184 -0.95301 2.23648  C4 1.535, O6 1.411, H32 1.097, H33 1.091
6 O 3.75463 -0.60722 2.03124  C5 1.411, H34 0.964
7 C -0.16499 1.33528 1.79794  N3 1.355, O8 1.220, C9 1.520
8 O -0.98124 0.59381 2.32042  C7 1.220
9 C -0.61071 2.43992 0.85332  C7 1.520, C10 1.552, H35 1.091, H36 1.087
10 C -0.79659 1.94441 -0.60561  C9 1.552, C11 1.512, C17 1.514, H37 1.095
11 C -2.22688 1.58952 -0.94608  C10 1.512, C12 1.390, C16 1.389
12 C -2.67760 1.81636 -2.24113  C11 1.390, C13 1.383, H38 1.082
13 C -3.96759 1.48172 -2.61053  C12 1.383, C14 1.384, H39 1.080
14 C -4.82648 0.91141 -1.68667  C13 1.384, C15 1.384, H40 1.080
15 C -4.38450 0.67761 -0.39644  C14 1.384, C16 1.385, H41 1.080
16 C -3.09306 1.01233 -0.02582  C11 1.389, C15 1.385, H42 1.080
17 C 0.10121 0.76715 -0.92154  C10 1.514, C18 1.386, C23 1.400
18 C -0.26242 -0.52580 -0.58093  C17 1.386, C19 1.383, H43 1.078
19 C 0.57147 -1.58680 -0.88378  C18 1.383, Br20 1.905, C21 1.383
20 Br 0.05707 -3.34936 -0.37595  C19 1.905
21 C 1.77410 -1.39419 -1.53903  C19 1.383, C22 1.382, H44 1.078
22 C 2.14120 -0.10807 -1.88588  C21 1.382, C23 1.389, H45 1.082
23 C 1.31924 0.96938 -1.58108  C17 1.400, C22 1.389, O24 1.365
24 O 1.68109 2.24493 -1.90659  C23 1.365, H46 0.965
25 H 3.27666 3.85884 2.07715  C1 1.087
26 H 1.59501 3.84058 2.62031  C1 1.088
27 H 2.80272 2.87363 3.46048  C1 1.087
28 H 1.94646 2.44392 0.54998  C2 1.089
29 H 3.11131 1.45821 1.42499  C2 1.092
30 H 0.67312 -0.30193 3.34471  C4 1.092
31 H 2.17013 0.57209 3.75569  C4 1.096
32 H 2.33157 -1.87968 2.81946  C5 1.097
33 H 1.99261 -1.13550 1.24211  C5 1.091
34 H 4.19181 -0.53909 2.88758  O6 0.964
35 H -1.57299 2.80221 1.21884  C9 1.091
36 H 0.08709 3.27284 0.86714  C9 1.087
37 H -0.49215 2.76162 -1.26749  C10 1.095
38 H -2.01022 2.26054 -2.96707  C12 1.082
39 H -4.30287 1.66741 -3.62071  C13 1.080
40 H -5.83469 0.64968 -1.97252  C14 1.080
41 H -5.04717 0.22867 0.32894  C15 1.080
42 H -2.76263 0.81609 0.98323  C16 1.080
43 H -1.19639 -0.70124 -0.07159  C18 1.078
44 H 2.41565 -2.22946 -1.77079  C21 1.078
45 H 3.07968 0.06124 -2.39609  C22 1.082
46 H 2.51680 2.22967 -2.38813  O24 0.965

For each atom in turn, the natural (NBO) charge in e is:
1. C -0.616
2. C -0.235
3. N -0.447
4. C -0.256
5. C -0.079
6. O -0.724
7. C 0.704
8. O -0.661
9. C -0.490
10. C -0.271
11. C -0.026
12. C -0.206
13. C -0.207
14. C -0.218
15. C -0.219
16. C -0.188
17. C 0.023
18. C -0.250
19. C -0.089
20. Br 0.047
21. C -0.231
22. C -0.267
23. C 0.279
24. O -0.683
25. H 0.213
26. H 0.205
27. H 0.204
28. H 0.212
29. H 0.235
30. H 0.257
31. H 0.184
32. H 0.169
33. H 0.197
34. H 0.464
35. H 0.246
36. H 0.221
37. H 0.240
38. H 0.207
39. H 0.211
40. H 0.211
41. H 0.212
42. H 0.239
43. H 0.252
44. H 0.233
45. H 0.211
46. H 0.487